No. 1
C12H36O12 | the ωB97M-V functional and the def2-TZVPD basis

Output
DFT total energy: -37594.1818 eV
HOMO-LUMO gap: 10.28 eV
HOMO: -0.3605 hartree
Energy relative to the best compared isomer or geometry (same formula, charge and spin): 23.85 kcal/mol
Structure (SMILES): OCCO.OCCO.OCCO.OCCO.OCCO.OCCO
LUMO: 0.469 eV

The geometry in ORCA input format:
```
! RIJCOSX wB97M-V def2-TZVPD def2/J DEFGRID3
* xyz 0 1
O 0.00986 -1.06433 3.83826
O 2.51153 -0.68614 -4.43504
O 0.99012 -2.62668 -1.53890
O -3.40470 -1.92474 5.01043
O -2.65725 -0.63930 -0.23035
O 4.46856 2.09923 4.89838
O -0.21619 -1.01334 -3.43503
O -2.98955 -0.06167 -2.98061
O -1.60312 4.38554 -0.77203
O 2.79654 0.81688 2.95236
O -1.45890 2.90030 -3.16928
O -0.05433 -1.18790 0.96916
C 4.10530 0.69701 5.05281
C -3.17209 -1.65583 -1.13263
C 1.43026 -0.04076 -4.98946
C 1.72538 -1.81019 -0.56098
C -1.02395 -1.86394 4.32795
C -0.56298 4.51211 -1.63718
C 2.81266 0.58685 4.36016
C -0.24311 3.22730 -2.47640
C -3.90839 -0.89104 -2.30369
C 0.84227 -0.67090 0.03312
C 0.16654 -0.90907 -4.78112
C -2.43068 -1.24758 4.17965
H 1.39337 -3.47873 -1.52919
H 3.20588 1.66715 2.87499
H -4.63220 -0.26400 -1.85404
H 0.43274 -1.51437 -2.92336
H 0.01213 2.50390 -1.72799
H -2.29747 -2.23203 -1.41429
H 4.87674 0.06416 4.58871
H -2.80079 -1.29571 3.16546
H -1.59251 1.92353 -3.18251
H 0.33239 4.93364 -1.24228
H 2.10640 -2.47245 0.26149
H 0.45874 -0.06025 -0.81661
H -0.90658 -1.30150 0.51916
H -2.31304 3.92034 -1.24433
H -2.42538 0.15241 -0.73596
H -0.97320 -2.83264 3.89352
H 3.32772 -0.35954 -4.78939
H 1.58691 -0.09750 0.55341
H 2.07857 1.26629 4.74910
H 5.36206 2.25983 5.24729
H 2.60777 -1.36705 -1.04102
H 0.23609 -1.88753 -5.31115
H -0.10943 -0.85950 2.92217
H -2.39443 -0.19811 4.46117
H -2.18258 -0.62633 -3.08394
H 0.60685 3.37549 -3.18751
H -0.60433 -0.35831 -5.33002
H -0.76827 5.24183 -2.40359
H -4.44788 -1.52614 -3.03295
H 2.45471 -0.37847 4.56876
H -2.86388 -2.43346 5.58364
H -3.88281 -2.29712 -0.57789
H 4.00259 0.49938 6.17088
H 1.18729 0.93814 -4.59188
H 1.57036 0.09534 -6.06755
H -0.77833 -1.93250 5.34816
*
```

No. 2
C12H36O16P4 | the ωB97M-V functional and the def2-TZVPD basis

Output
DFT total energy: -82944.6069 eV
HOMO-LUMO gap: 10.36 eV
HOMO: -0.3632 hartree
Energy relative to the best compared isomer or geometry (same formula, charge and spin): 177.30 kcal/mol
Structure (SMILES): COP(=O)(OC)OC.COP(=O)(OC)OC.COP(=O)(OC)OC.COP(=O)(OC)OC
LUMO: 0.475 eV

The geometry in ORCA input format:
```
! RIJCOSX wB97M-V def2-TZVPD def2/J DEFGRID3
* xyz 0 1
P 7.29022 -20.84452 6.92979
P 5.22565 -10.76780 11.16766
P 10.63827 -15.97583 2.21552
P 8.66395 -14.04372 6.95350
O 10.52095 -16.34363 3.74684
O 6.72897 -22.02836 7.56924
O 5.69264 -10.98071 9.62543
O 5.15731 -9.09114 11.44958
O 3.64939 -11.15363 11.12626
O 9.03290 -13.10842 8.24767
O 12.09952 -16.40469 1.78491
O 6.62705 -20.31600 5.61568
O 7.19515 -14.68573 7.26049
O 8.77560 -13.51567 5.65207
O 9.66949 -15.33846 7.21148
O 8.70037 -21.23460 6.25079
O 9.54640 -16.53266 1.38279
O 7.61475 -19.45373 7.81064
O 10.55346 -14.34199 2.08158
O 5.96995 -11.59166 12.16351
C 7.94046 -18.17945 7.20443
C 5.24811 -20.53801 5.40737
C 9.28599 -16.93413 4.32322
C 9.66660 -22.24185 6.61347
C 4.16697 -8.37757 10.77208
C 5.82287 -12.22047 8.84687
C 11.09344 -15.22189 6.98369
C 8.85138 -11.64962 8.15596
C 12.41698 -16.45438 0.41293
C 6.82497 -15.98269 6.94527
C 11.79739 -13.55986 2.14662
C 3.11072 -12.46808 11.05713
H 12.34301 -13.98756 2.98773
H 5.90045 -16.19608 7.48175
H 9.36374 -23.03309 7.29926
H 7.57375 -16.76512 7.06865
H 11.86857 -15.66899 -0.10717
H 9.59927 -11.27470 7.45725
H 9.36077 -17.92755 4.76552
H 6.79741 -12.70708 8.88665
H 3.38711 -8.87629 10.19661
H 4.61435 -7.68332 10.06076
H 5.67854 -11.99836 7.78954
H 11.27695 -15.96779 6.21035
H 8.48573 -16.96549 3.58384
H 7.13323 -17.45227 7.29211
H 10.41014 -21.63250 7.12723
H 12.12636 -17.39234 -0.06023
H 11.56075 -12.61452 2.63491
H 4.78828 -20.96128 6.30039
H 3.71529 -7.75880 11.54745
H 8.19313 -18.38752 6.16474
H 2.42294 -12.63678 11.88574
H 8.83987 -17.72177 7.61636
H 4.90637 -12.80119 8.95111
H 13.48483 -16.23581 0.40867
H 6.57326 -16.05121 5.88694
H 9.07967 -16.34111 5.21421
H 12.46564 -13.41327 1.29806
H 7.82774 -11.37015 7.90663
H 3.83155 -13.27965 11.15640
H 4.91472 -19.64253 4.88288
H 10.26060 -22.66116 5.80141
H 8.92154 -11.16996 9.13223
H 11.39465 -14.29256 6.50024
H 2.35652 -12.46114 10.27021
H 11.74286 -15.46716 7.82404
H 4.95106 -21.33437 4.72497
*
```

No. 3
C12H36O6S6 | the ωB97M-V functional and the def2-TZVPD basis

Output
DFT total energy: -90307.3459 eV
HOMO-LUMO gap: 7.36 eV
HOMO: -0.2729 hartree
Energy relative to the best compared isomer or geometry (same formula, charge and spin): 273.92 kcal/mol
LUMO: -0.064 eV

The geometry in ORCA input format:
```
! RIJCOSX wB97M-V def2-TZVPD def2/J DEFGRID3
* xyz 0 1
S -3.18837 -0.61920 -2.57222
S 0.64886 -0.82498 0.11512
S 3.05596 -2.13500 3.22189
S 0.33582 -3.16392 -2.50198
S 1.14045 3.50604 -1.97892
S 0.18849 3.51264 2.23309
O 3.26780 -0.95475 2.30758
O 1.69305 -3.87240 -2.48394
O -2.03450 -1.00370 -1.56688
O 1.58392 -0.38136 -0.96429
O 1.35120 2.73469 1.68838
O 1.40282 4.80008 -1.21640
C -1.11662 3.67750 0.88577
C 1.42651 0.27627 1.40712
C 2.81823 2.77882 -2.45563
C 2.69372 -1.42766 4.89254
C -4.72763 -1.42242 -1.92759
C -0.32050 -3.08634 -0.81259
C -3.13145 -1.78233 -3.97523
C 0.65097 -1.41147 -2.89170
C -0.84029 2.56636 3.42166
C 0.73184 2.22104 -0.73116
C -0.96984 0.08511 -0.32035
C 1.32177 -2.67417 2.78229
H 3.56978 2.82018 -1.66723
H -0.66544 4.24215 0.06987
H -0.83878 1.12525 -0.02198
H 0.72098 0.76823 2.07667
H -1.25992 -0.14558 -1.34541
H 1.54830 2.04608 -0.03054
H -3.46912 -2.76389 -3.64259
H -4.65907 -2.49563 -1.74974
H 2.35633 -2.32150 5.41726
H -5.44885 -1.22855 -2.72155
H 0.71199 -2.01361 3.39866
H -1.75855 -0.43868 0.21974
H -4.94909 -0.87012 -1.01434
H 2.15470 -0.15125 2.09636
H -1.31938 1.78450 2.83238
H 1.99095 1.05855 0.89962
H -2.11796 -1.77397 -4.37629
H 2.62740 1.74355 -2.73832
H 1.21523 -2.53071 1.70704
H 3.31044 3.15397 -3.35291
H 1.13041 -1.14528 -3.83370
H -3.92843 -1.51717 -4.66993
H -1.69023 3.12967 3.80684
H -1.90985 4.40000 1.07776
H -1.73409 2.80285 0.68125
H -0.17162 2.41366 -0.15260
H 1.03455 -3.67585 3.10207
H 1.38813 -1.21584 -2.11295
H 1.98199 -0.60234 4.87249
H -1.01902 -2.27942 -0.59113
H -0.24654 -0.79755 -2.81643
H -0.95011 -3.94620 -0.58378
H 0.61419 1.20308 -1.10265
H -0.27586 2.26586 4.30440
H 0.54427 -3.20625 -0.15999
H 3.53003 -1.23706 5.56511
*
```

No. 4
C12H36O6S6 | the ωB97M-V functional and the def2-TZVPD basis

Output
DFT total energy: -90310.7621 eV
HOMO-LUMO gap: 7.69 eV
HOMO: -0.2723 hartree
Energy relative to the best compared isomer or geometry (same formula, charge and spin): 195.14 kcal/mol
LUMO: 0.282 eV

The geometry in ORCA input format:
```
! RIJCOSX wB97M-V def2-TZVPD def2/J DEFGRID3
* xyz 0 1
S 1.20040 -0.00740 3.93558
S -1.99460 -5.19740 -0.90442
S -3.35560 -2.94040 2.90358
S -1.89760 -0.75740 -4.43942
S -0.40560 0.23360 0.02958
S 2.53940 5.69460 -0.89742
O -2.70160 -4.88640 0.36058
O -4.10860 -2.88440 4.18058
O -0.59560 -0.33340 -3.71742
O -0.44260 -0.29440 1.41558
O 2.46640 4.14860 -0.83642
O 1.32640 -0.97540 5.08458
C -1.85560 -2.30740 3.49158
C 2.74640 -0.06940 3.13458
C 3.89040 6.04060 0.25758
C -1.60660 -0.42940 -6.10942
C -0.95160 -3.84740 -1.28442
C 0.45940 1.82360 0.23958
C -0.72360 -6.43440 -0.52442
C -3.95560 -1.60840 1.82158
C 1.43040 1.66760 4.59358
C -3.07060 0.62460 -4.05942
C 0.92940 -0.74240 -0.70342
C 3.38540 6.18560 -2.42542
H 0.79640 1.83460 5.29558
H -1.20660 -2.48840 2.58158
H 2.90440 -1.07940 2.55758
H -1.88560 -1.30140 3.84458
H -0.61260 -3.44640 -0.21542
H -0.37160 2.38160 0.59558
H 0.72140 2.07560 -0.83542
H 1.24840 2.02160 1.07158
H 4.03840 5.75260 1.21458
H -2.46160 1.49960 -4.27842
H 4.93340 5.85860 -0.03542
H -1.11660 0.42060 -6.11142
H 0.64740 -1.90640 -0.68642
H 4.38640 5.53860 -2.60242
H 1.57340 2.38660 3.91158
H 3.52340 7.28660 -2.50542
H -1.18160 -2.86340 4.18958
H 0.03340 -6.83140 -1.30242
H -1.73260 -3.25240 -1.64942
H -1.40660 -7.29940 -0.22942
H 1.68840 -0.60440 0.05358
H -4.68860 -1.92440 1.30258
H 2.76040 6.20360 -3.05342
H 3.79940 7.11060 0.40558
H -0.16660 -6.11540 0.32558
H -2.54660 -0.18440 -6.64542
H -0.18260 -4.04840 -2.06842
H -1.02060 -1.00540 -6.68042
H -3.11560 -1.13640 1.35758
H -3.34760 0.74060 -2.97642
H 2.73040 0.62960 2.26458
H -4.39860 -0.94040 2.42558
H 1.23040 -0.32140 -1.45942
H -4.15760 0.45460 -4.41042
H 2.35340 1.79960 5.02758
H 3.52240 0.05060 3.77358
*
```

No. 5
C12H36O8V | the ωB97M-V functional and the def2-TZVPD basis

Output
DFT total energy: -55090.5542 eV
HOMO-LUMO gap: 8.54 eV
HOMO: -0.4505 hartree
Energy relative to the best compared isomer or geometry (same formula, charge and spin): 0.00 kcal/mol
LUMO: -3.715 eV

The geometry in ORCA input format:
```
! RIJCOSX wB97M-V def2-TZVPD def2/J DEFGRID3
* xyz 1 1
V -24.26926 -7.82867 -18.14639
O -22.82699 -7.12545 -16.52394
O -22.26716 -7.21687 -19.26206
O -24.53601 -5.49659 -17.99712
O -23.21147 -9.76995 -18.10192
O -25.35207 -8.25995 -17.10842
O -24.85159 -7.97370 -19.60647
O -25.85461 -5.20257 -22.89986
O -25.60739 -7.15345 -12.53471
C -23.70912 -10.68220 -20.29573
C -27.58056 -6.53535 -23.98113
C -26.31091 -7.88184 -13.53791
C -25.44323 -7.52314 -23.10946
C -26.51485 -6.47004 -22.89731
C -24.22810 -4.49356 -20.17351
C -23.20467 -10.99893 -18.89823
C -24.02688 -12.06654 -18.19509
C -26.99187 -9.12457 -12.96877
C -26.52576 -4.67283 -19.07847
C -27.24890 -6.96624 -14.28388
C -25.04065 -4.45408 -18.89034
H -24.75095 -10.36239 -20.29055
H -28.32676 -5.74247 -23.89525
H -23.17719 -4.52601 -19.88366
H -27.10352 -4.38905 -18.19539
H -24.42681 -3.65501 -20.83533
H -25.04794 -7.46874 -24.12307
H -28.00590 -7.47364 -14.88464
H -22.15718 -11.29301 -19.00148
H -25.93184 -8.50348 -23.06315
H -24.06829 -5.06201 -17.28107
H -27.86404 -6.37580 -13.59117
H -25.54231 -8.26778 -14.21562
H -27.12297 -6.49083 -24.97063
H -23.68885 -11.56510 -20.93400
H -26.88896 -4.09667 -19.93062
H -26.29204 -9.76066 -12.43455
H -21.40870 -6.81957 -19.07990
H -27.02852 -6.63167 -21.93876
H -24.11697 -12.94498 -18.82945
H -28.13908 -7.47012 -23.88678
H -27.80076 -8.83209 -12.28811
H -24.68714 -7.48938 -22.32953
H -25.00187 -11.68969 -17.89258
H -23.50032 -12.38769 -17.28880
H -23.06137 -9.92156 -20.73131
H -24.90918 -3.48943 -18.39483
H -22.36682 -7.20205 -20.22320
H -22.83508 -10.03560 -17.25265
H -26.46870 -4.50195 -23.13810
H -24.49828 -5.38788 -20.73687
H -26.70806 -6.21908 -14.86526
H -26.21764 -6.96948 -11.81200
H -27.49073 -9.66270 -13.77685
H -26.81973 -5.71296 -19.24519
H -22.01691 -7.62286 -16.35439
H -22.74061 -6.32148 -15.99932
*
```

No. 6
C12H37BClInN2O7P | the ωB97M-V functional and the def2-TZVPD basis

Output
DFT total energy: -58017.6604 eV
HOMO-LUMO gap: 6.78 eV
HOMO: -0.1557 hartree
LUMO: 2.546 eV

The geometry in ORCA input format:
```
! RIJCOSX wB97M-V def2-TZVPD def2/J DEFGRID3
* xyz -1 1
In -1.42793 -1.82142 2.65090
Cl -3.12628 -3.56874 2.87583
P -1.81638 -0.01233 4.46417
O 2.43346 2.00060 1.58518
O 2.20127 -4.89415 -2.62690
O 3.50257 2.38549 4.31419
O -4.51041 3.71622 -3.38677
O 1.77450 -3.46788 -0.10392
O -3.15106 1.19093 -4.10296
O -2.65373 -0.12211 0.07110
N -0.45006 0.62539 5.01408
N -0.30005 -0.54025 -0.12619
C 3.02095 -3.84626 -2.14292
C 4.35533 3.37385 3.79065
C -5.12377 2.60945 -4.02504
C 1.06697 -4.57566 0.43165
C -4.48592 1.28811 -3.64711
C 3.04394 -3.78524 -0.62828
C 0.90524 -4.46626 -3.00883
C -3.56786 4.38858 -4.19547
C 2.13449 2.56127 3.94584
C 3.49285 1.11144 1.31127
C -2.19062 1.42408 -3.08040
C 1.73217 1.67990 2.78921
B -1.49678 -0.70566 0.63666
H 1.08407 -5.43346 -0.24630
H 4.20149 3.52065 2.71716
H -2.67056 1.00849 3.93320
H -2.16687 0.59863 -2.36482
H -3.02688 5.08064 -3.55182
H 3.74478 -3.00035 -0.32294
H -2.85867 3.69422 -4.65246
H 2.67633 -2.88215 -2.53448
H 4.07881 1.54111 0.49779
H 5.38123 3.04584 3.96142
H 1.95594 3.61370 3.69339
H 1.48470 -4.86960 1.39952
H -0.02349 0.39125 -0.41386
H 4.03679 -4.02047 -2.51162
H 0.66520 1.81753 2.60637
H -6.17449 2.59649 -3.72024
H -2.95296 0.67519 0.51302
H -5.06083 0.48249 -4.11557
H 0.13876 -2.50510 2.97542
H 0.94218 -3.89562 -3.94398
H 0.30560 -5.36144 -3.16564
H 4.20897 4.33776 4.29618
H 4.13838 0.96900 2.18301
H -2.67557 -0.45744 5.50707
H -2.40351 2.35146 -2.54060
H -1.22073 1.50921 -3.56895
H 0.04085 -4.25049 0.58370
H 3.11808 0.12955 0.99608
H 3.40500 -4.73718 -0.22224
H -0.38308 0.62172 6.02467
H 1.87697 0.62907 3.05407
H 0.43799 -3.84941 -2.23859
H 1.50625 2.28723 4.79342
H -4.06542 4.95949 -4.98903
H 0.51162 -1.02511 0.23844
H -4.53274 1.14478 -2.56256
H -5.08707 2.73297 -5.11414
*
```